Record 1
8
Properties=species:S:1:pos:R:3:forces:R:3 method="wB97M-V/def2-TZVPD" charge=+1 lumo_ha="-0.32827 / -0.33163" orbital_gap_ev="6.67 / 6.46" e_homo_ev="-15.6 / -15.5" multiplicity=1
N 1.38670 -0.05132 -0.25618 1.450 -1.985 -1.879
C -1.60166 0.05170 0.10671 0.702 2.753 -0.687
H 2.34050 0.01522 -0.74898 -2.169 0.297 0.633
H 1.29279 0.68329 0.39330 0.338 0.603 1.179
H -1.49382 -0.90044 0.55652 0.035 -0.981 0.289
H 1.41279 -1.00692 0.13837 -0.209 1.039 0.244
H -2.45012 0.32335 -0.57659 0.946 -0.575 0.472
H -0.88717 0.88512 0.38686 -1.093 -1.151 -0.252



Record 2
8
Properties=species:S:1:pos:R:3:forces:R:3 method="wB97M-V/def2-TZVPD" charge=+1 lumo_ha="-0.30769 / -0.28577" orbital_gap_ev="7.67 / 9.05" e_homo_ev="-16.0 / -16.8" multiplicity=1
N 1.03733 -0.70769 0.08607 -2.630 0.728 0.640
C -1.09932 0.76201 -0.23672 1.174 -2.451 4.256
H 0.96675 -1.57013 -0.41090 0.212 -0.221 -0.538
H 0.57758 -0.68864 0.98041 0.717 -0.093 0.439
H -0.24500 1.16189 -0.73660 -0.496 0.391 -1.684
H -1.13005 1.20304 0.84172 -0.432 -0.571 -1.971
H -1.66537 -0.23520 -0.30091 0.541 1.989 -0.983
H 1.55807 0.07472 -0.22307 0.914 0.227 -0.159



Record 3
9
Properties=species:S:1:pos:R:3:forces:R:3 method="wB97M-V/def2-TZVPD" lumo_ha=0.03998 smiles=NCN orbital_gap_ev=10.35 e_homo_ev=-9.3 multiplicity=1
N 1.16924 0.39520 -0.61820 -2.798 -0.873 0.621
N -1.18016 -0.28372 0.30083 0.824 1.107 2.317
C 0.29811 -0.26952 0.51669 -0.161 -0.839 -2.084
H 0.26939 0.18043 1.47122 1.553 0.663 1.056
H -1.31830 -0.28197 -0.65300 -0.887 -0.104 -2.510
H 0.69691 1.32567 -0.87182 0.833 -1.917 0.209
H 0.95768 -0.33486 -1.37750 0.588 1.962 0.896
H 0.71798 -1.33188 0.53942 -0.743 1.427 0.252
H -1.61084 0.60064 0.69236 0.791 -1.427 -0.758



Record 4
10
Properties=species:S:1:pos:R:3:forces:R:3 method="wB97M-V/def2-TZVPD" lumo_ha=0.00979 orbital_gap_ev=8.46 e_homo_ev=-8.2 multiplicity=1
O -0.03012 1.65779 -0.95647 0.386 -0.659 0.658
N 0.98648 0.11026 0.50418 -0.240 -1.987 0.006
N -1.00754 -1.05043 0.01496 -3.188 -1.151 0.238
C 0.13406 -0.86300 0.59466 3.153 -2.060 4.139
H 0.81788 0.70140 -0.41168 -1.013 2.587 -0.384
H -1.69619 -1.80175 0.47271 2.193 2.658 -1.654
H -0.40142 1.33969 -1.75935 -0.438 -0.028 -1.399
H 0.42814 -1.66875 1.35644 -0.588 0.982 -1.044
H -1.32532 -0.14341 -0.34622 -0.611 -0.228 -0.470
H 1.76096 0.06973 1.13796 0.345 -0.114 -0.091



Record 5
11
Properties=species:S:1:pos:R:3:forces:R:3 method="wB97M-V/def2-TZVPD" lumo_ha=0.01750 smiles="O=CNO.N" orbital_gap_ev=10.13 e_homo_ev=-9.7 multiplicity=1
O -1.50941 1.05302 -0.20473 0.455 -0.019 -0.306
O -3.55789 -0.66945 0.22258 1.300 -0.717 0.435
N -1.37446 -0.30448 -0.09792 1.070 -1.103 0.183
N 3.66380 0.64947 -0.07508 -0.063 2.454 2.429
C -2.40258 -1.11229 0.24831 -0.452 0.858 -0.497
H 3.34598 -0.25286 -0.17151 -0.741 -2.406 -0.477
H 3.06067 1.10107 0.67381 1.130 -0.447 -1.741
H -0.40054 -0.48498 -0.08568 0.541 -0.948 0.257
H -2.43424 1.04559 -0.05655 -2.442 1.261 0.186
H 3.67067 1.12622 -0.95315 -0.334 0.395 -0.209
H -2.06199 -2.15130 0.49993 -0.464 0.672 -0.261



Record 6
12
Properties=species:S:1:pos:R:3:forces:R:3 method="wB97M-V/def2-TZVPD" lumo_ha=0.02398 smiles="CO[S@@](=N)(N)=O" orbital_gap_ev=10.96 e_homo_ev=-10.3 multiplicity=1
S -0.20603 0.00294 -0.96953 -3.374 0.971 3.166
O -0.91958 1.23538 -1.12081 0.484 0.065 0.039
O 1.18167 0.21865 -0.26842 0.427 -0.449 -1.865
N -0.14612 -0.87108 -2.16157 0.281 -0.291 -0.105
N -1.17779 -0.92803 0.56435 2.659 -1.388 -4.710
C 1.13340 0.83118 0.97913 0.523 -0.624 2.202
H 0.77049 0.05131 1.65802 0.929 0.089 0.475
H 2.08437 1.33857 1.22858 -0.384 -0.830 -0.256
H 0.39196 -1.64674 -1.83423 0.673 -1.284 -0.401
H 0.37539 1.53932 1.07739 -1.262 1.632 -0.511
H -1.71198 -1.47067 -0.17309 0.218 0.623 1.636
H -1.77579 -0.30083 1.02017 -1.174 1.487 0.332



Record 7
12
Properties=species:S:1:pos:R:3:forces:R:3 method="wB97M-V/def2-TZVPD" lumo_ha="-0.04638 / -0.04674" smiles="CN=S.NOO" orbital_gap_ev="7.23 / 7.23" e_homo_ev="-8.5 / -8.5" multiplicity=1
S -0.72600 -1.22985 -0.24093 -1.170 0.765 0.090
O 2.47876 1.05242 -0.55899 -1.446 0.518 -2.165
O 2.72843 -0.36055 -0.44337 0.318 0.067 1.782
N 2.88186 -0.55146 0.89845 0.624 -1.954 0.064
N -1.70481 -0.06535 0.15860 3.402 0.169 0.865
C -3.00464 0.10649 -0.23788 -3.092 2.091 -0.668
H 1.77229 0.99001 -1.26674 0.970 0.585 1.095
H 3.69762 -0.12823 1.29275 0.794 0.453 -0.510
H -3.39766 -0.78652 -0.58860 -1.041 -1.972 -0.995
H -3.68303 0.39268 0.65798 1.284 0.115 -1.455
H 2.11750 -0.28250 1.47551 -1.280 0.313 -0.289
H -3.16031 0.86286 -1.14679 0.636 -1.151 2.185



Record 8
12
Properties=species:S:1:pos:R:3:forces:R:3 method="wB97M-V/def2-TZVPD" lumo_ha="-0.02399 / -0.02374" orbital_gap_ev="9.45 / 8.73" e_homo_ev="-10.1 / -9.4" multiplicity=1
S -0.29625 1.13131 0.22272 1.210 1.001 -0.346
O 0.21541 2.32875 0.80102 0.293 0.551 0.804
O -1.20768 1.28867 -0.87553 -0.212 -0.605 0.324
N -0.96124 0.20777 1.45451 2.659 3.300 0.567
N -0.11308 -1.38688 -1.40910 1.916 0.582 4.059
C 1.14041 0.25394 -0.38891 -3.326 -3.116 -0.374
H 0.10711 -1.50303 -2.35991 -0.092 0.794 -1.551
H -0.97077 -0.94125 -1.12615 -0.267 0.266 -1.313
H 1.75474 0.63797 -1.13423 0.397 1.285 -1.337
H -1.47374 -0.38428 0.88814 -2.620 -1.834 0.212
H -1.26656 0.88039 2.24217 0.003 -1.915 -1.966
H 1.64052 -0.46411 0.21046 0.037 -0.310 0.922



Record 9
11
Properties=species:S:1:pos:R:3:forces:R:3 method="wB97M-V/def2-TZVPD" lumo_ha="-0.00081 / 0.02327" smiles="C=[N+]([O-])S.N" orbital_gap_ev="7.42 / 9.24" e_homo_ev="-7.4 / -8.6" multiplicity=1
S -1.42053 0.33767 -0.53952 0.814 -1.000 0.529
O 0.79719 0.56048 0.85658 0.872 -1.183 1.216
N 0.08077 1.03726 0.01912 -0.039 6.973 -3.486
N -0.05919 -2.20427 0.29974 -0.973 -4.150 1.293
C 0.37859 2.56971 -0.68205 -0.523 -7.922 1.718
H -0.87702 -1.00190 -0.12523 -1.059 0.579 -0.729
H 0.78290 3.19667 -0.00729 1.395 1.966 2.083
H -0.26609 -2.47497 1.32764 0.405 0.476 -2.301
H -0.42002 2.65758 -1.30233 -2.023 0.799 -1.725
H 0.31802 -3.08887 -0.20251 -1.098 1.946 1.076
H 0.68536 -1.58936 0.35586 2.229 1.516 0.326



Record 10
12
Properties=species:S:1:pos:R:3:forces:R:3 method="wB97M-V/def2-TZVPD" lumo_ha=-0.08078 orbital_gap_ev=7.61 e_homo_ev=-9.8 multiplicity=1
S -2.28746 -2.53940 -1.27232 -0.122 0.973 2.311
S -2.30128 -1.73022 0.52440 -0.887 -3.391 -2.664
O -2.14152 -0.32500 0.56521 0.312 2.577 0.143
N -4.60778 1.94065 -0.16188 -0.038 2.000 0.151
N 0.60136 -2.47572 0.90873 -1.765 1.476 1.431
C 0.93092 -1.92302 -0.16588 -0.546 -0.400 -2.224
H -4.53638 2.49412 0.77784 0.015 -1.245 -2.656
H -3.70078 1.48674 -0.37167 -0.741 0.668 0.309
H -0.36487 -2.05127 1.25474 2.332 -1.337 -0.634
H 0.21241 -1.34020 -0.85326 1.059 -0.266 1.157
H -4.85685 2.61167 -0.98061 0.786 -1.456 2.207
H 1.87024 -2.24675 -0.66270 -0.406 0.402 0.467



Record order is preserved below.
Relative energy (zero: lowest compared OMol25 entry of this formula, charge and spin): 98.3, 93.3, 18.4, 54.4, 78.0, 52.2, 137.7, 89.0, 138.2, 78.7 kcal per mole